Entry from the Open Molecules 2025 dataset: C4H6N2O in the gas phase (ωB97M-V/def2-TZVPD).

Results
**HOMO-LUMO gap**: 11.24 eV
**M**: 98.1 g/mol
**HOMO**: -10.508 eV
**LUMO energy**: 0.74 eV

```
! wB97M-V def2-TZVPD RIJCOSX def2/J DEFGRID3
* xyz 0 1
H -0.065 -2.945 -0.110
N -0.147 -1.964 -0.364
C 0.994 -1.431 -0.443
O 1.195 -0.142 -0.773
C 0.045 0.702 -0.812
C -0.191 1.312 0.585
C -1.367 0.797 1.292
N -2.303 0.428 1.861
H 1.961 -1.905 -0.259
H -0.825 0.144 -1.164
H 0.293 1.488 -1.527
H 0.699 1.115 1.193
H -0.291 2.401 0.520
*
```

---

Entry from the Open Molecules 2025 dataset: 2 unconnected molecules or ions with the total composition C4H4BrClO (ωB97M-V/def2-TZVPD).

Results
**HOMO-LUMO gap (alpha / beta)**: 7.66 / 7.47 eV
**M**: 183.4 g/mol
**HOMO (alpha / beta)**: -8.292 / -8.092 eV
**LUMO energy (alpha / beta)**: -0.63 / -0.62 eV

```
! wB97M-V def2-TZVPD RIJCOSX def2/J DEFGRID3
* xyz 0 1
C 0.794 0.292 0.189
C -0.447 -0.091 0.502
C -2.680 1.747 -0.373
C -1.463 -0.326 -0.467
O -2.369 2.600 -1.125
Cl -3.879 1.698 0.792
Br -2.901 -1.448 0.002
H 1.535 0.468 0.948
H 1.104 0.420 -0.834
H -0.728 -0.226 1.539
H -1.250 -0.305 -1.522
*
```

---

Entry from the Open Molecules 2025 dataset: C5H6N2O in the gas phase (ωB97M-V/def2-TZVPD).

Results
**HOMO-LUMO gap**: 9.54 eV
**M**: 110.1 g/mol
**HOMO**: -8.789 eV
**LUMO energy**: 0.75 eV

```
! wB97M-V def2-TZVPD RIJCOSX def2/J DEFGRID3
* xyz 0 1
H 2.994 -1.136 -0.712
N 2.007 -1.287 -0.373
C 1.410 -0.130 -0.156
N 2.017 1.034 0.260
C -0.059 -0.061 0.208
C -0.950 -1.074 0.549
C -2.124 -0.640 -0.077
O -2.016 0.699 -0.306
C -0.718 1.133 -0.075
H 1.097 1.905 0.265
H 3.033 1.197 0.583
H -0.867 -2.146 0.756
H -3.093 -1.103 -0.158
H -0.558 2.087 -0.186
*
```

---

Here are the calculated energy relative to the best compared isomer or geometry (same formula, charge and spin) numbers, same order: 34.2; 45.6; 85.5 (kcal per mole).
Here are the calculated total energy numbers, same order: -9272.0200; -88822.0284; -10305.8951 (eV).